*A*
{"formula": "CH7N5O", "method": "the ωB97M-V functional and the def2-TZVPD basis", "species": ["N", "N", "N", "O", "C", "N", "N", "H", "H", "H", "H", "H", "H", "H"], "positions_angstrom": [[-2.5665, 0.3592, -0.1372], [-1.5945, 0.8671, 0.5331], [-0.4652, -0.3530, 0.4772], [-0.8800, -1.3653, -0.2247], [0.9861, 0.1194, 0.4986], [1.7732, -0.9683, 0.0127], [1.2941, 1.1594, -0.3704], [-2.1866, -0.6179, -0.4792], [-3.4978, 0.6296, 0.0895], [1.4091, 0.2800, 1.4725], [1.7899, -1.7835, 0.7028], [1.4656, -1.2327, -0.9071], [1.0741, 2.1242, -0.3608], [1.3985, 0.7816, -1.3070]], "smiles": "N/N=[N+](\\[O-])C(N)N", "homo_lumo_gap_ha": [0.3472, 0.2899], "lumo_ev": [0.99, 0.25]}

*B*
{"formula": "CH7N5O", "method": "the ωB97M-V functional and the def2-TZVPD basis", "species": ["C", "N", "N", "N", "N", "N", "O", "H", "H", "H", "H", "H", "H", "H"], "positions_angstrom": [[0.9018, -0.0921, -0.7317], [-1.7423, -0.5191, 1.1011], [1.2224, 0.7195, 0.4576], [0.9891, -1.5351, -0.4497], [-2.1645, 0.5290, 0.9374], [-0.4320, 0.1067, -1.1581], [-1.0556, 1.2713, -0.7412], [1.6596, -0.0309, -1.5250], [2.1993, 0.6367, 0.8670], [0.5738, 0.2715, 1.1364], [1.1320, -1.9561, -1.3216], [0.4237, -1.9851, 0.2686], [-0.5672, 1.7046, -0.0723], [-3.1402, 0.8792, 1.2314]], "homo_lumo_gap_ha": [0.3268, 0.3001], "lumo_ev": [0.48, 0.33]}

Of them, *A* has the highest stability.

*A*
{"formula": "C7H10N", "method": "the ωB97M-V functional and the def2-TZVPD basis", "species": ["C", "C", "C", "C", "C", "C", "C", "N", "H", "H", "H", "H", "H", "H", "H", "H", "H", "H"], "positions_angstrom": [[-3.7010, 0.3160, 0.0284], [-2.5628, -0.0766, -0.1304], [-0.3577, -0.6387, 0.7995], [-1.3132, -0.5807, -0.2439], [0.0708, 2.0935, -0.2657], [1.0659, -0.0539, 0.4488], [1.8570, -0.8736, -0.5751], [1.0172, 1.2711, -0.0391], [-4.6907, 0.3234, 0.3264], [-0.5057, -0.0975, 1.7660], [-0.0843, -1.6605, 0.9553], [-1.0504, -0.9743, -1.1504], [0.4468, 3.1507, -0.4777], [1.4784, -0.1697, 1.4234], [1.9054, -1.9645, -0.5591], [2.9147, -0.6519, -0.6650], [1.5255, -0.8611, -1.6072], [1.9840, 1.4483, -0.0342]], "total_charge": 1, "homo_lumo_gap_ha": [0.2424, 0.2159], "lumo_ev": [-6.51, -6.77]}

*B*
{"formula": "C7H10N", "method": "the ωB97M-V functional and the def2-TZVPD basis", "species": ["C", "C", "C", "C", "C", "C", "C", "N", "H", "H", "H", "H", "H", "H", "H", "H", "H", "H"], "positions_angstrom": [[-0.9922, 1.6693, -0.8124], [-1.4621, 0.6654, 0.0310], [0.3278, -0.7815, -0.6630], [1.3070, -1.3339, -1.4077], [-1.5257, -0.5973, 0.8355], [-0.7335, -1.6394, 0.0848], [-0.1477, 0.5883, -0.6865], [1.4756, 1.8186, 0.8947], [-1.1966, 2.7328, -1.1404], [1.9640, -0.7950, -2.0195], [1.4062, -2.3896, -1.3142], [-0.8873, -0.3067, 1.6508], [-2.5635, -0.7377, 1.2317], [-1.4075, -2.1297, -0.6869], [-0.2360, -2.4783, 0.7519], [0.9583, 2.6897, 1.1701], [2.3700, 1.9377, 0.5166], [1.3431, 1.0875, 1.5636]], "total_charge": 1, "homo_lumo_gap_ha": 0.3331, "lumo_ev": -4.69}

Of them, *B* has the highest stability.

*A*
{"formula": "C3H8N2", "method": "the ωB97M-V functional and the def2-TZVPD basis", "species": ["H", "N", "C", "N", "C", "C", "H", "H", "H", "H", "H", "H", "H"], "positions_angstrom": [[-2.6509, 2.3047, 0.7425], [-2.0623, 1.5665, 1.0960], [-0.9499, 1.5192, 0.3815], [-0.1579, 0.3815, 0.3792], [0.6841, -0.1821, -0.6362], [0.9111, -1.7009, -0.1941], [-0.5188, 2.3335, -0.1143], [-0.2522, -0.2864, 1.1988], [0.1028, 0.0797, -1.6054], [1.7345, 0.3060, -0.7968], [1.7835, -2.0385, -0.7894], [1.3724, -1.9945, 0.8164], [0.0036, -2.2887, -0.4780]], "smiles": "[H]/N=C/NCC", "homo_lumo_gap_ha": 0.3511, "lumo_ev": 1.05}

*B*
{"formula": "C3H8N2", "method": "the ωB97M-V functional and the def2-TZVPD basis", "species": ["N", "C", "N", "H", "H", "H", "H", "C", "C", "H", "H", "H", "H"], "positions_angstrom": [[-1.1214, -0.8262, 0.7299], [-0.1702, -0.7222, 1.5725], [0.3532, -0.9937, 2.6822], [-1.6655, -1.6787, 0.7218], [-0.3580, -0.2727, -0.6933], [-0.3258, -1.1983, 3.4127], [0.8039, 0.1218, 0.9512], [0.4354, 0.2589, -1.3585], [0.1195, 1.4443, -1.9071], [0.5819, 1.8050, -2.8168], [1.0984, -0.4151, -1.8919], [0.8568, 0.3787, 0.0371], [-0.6083, 2.0984, -1.4399]], "homo_lumo_gap_ha": 0.3176, "lumo_ev": -0.21}

Of them, *A* has the highest stability.

*A*
{"formula": "C3H8N2", "method": "the ωB97M-V functional and the def2-TZVPD basis", "species": ["C", "N", "C", "H", "H", "H", "H", "H", "C", "N", "H", "H", "H"], "positions_angstrom": [[0.0742, 2.6745, -2.1931], [-1.1606, 2.7552, -1.9703], [-1.6132, 2.3644, -0.6358], [0.4570, 2.8916, -3.1883], [0.8237, 2.4406, -1.4272], [-2.6183, 1.9580, -0.7362], [-1.0018, 1.5646, -0.2092], [-1.6288, 3.2194, 0.0394], [1.0901, -3.9863, 1.7667], [1.9319, -4.5222, 2.5413], [0.7898, -4.5170, 0.8627], [0.7504, -2.9489, 1.8209], [2.1054, -3.8939, 3.3291]], "smiles": "C=NC.C=N", "homo_lumo_gap_ha": 0.3906, "lumo_ev": 0.82}

*B*
{"formula": "C3H8N2", "method": "the ωB97M-V functional and the def2-TZVPD basis", "species": ["C", "C", "C", "H", "H", "H", "H", "N", "N", "H", "H", "H", "H"], "positions_angstrom": [[-1.5685, 0.7129, -0.6347], [-1.4893, -0.4641, -0.0636], [-1.0439, -1.5915, 0.3890], [-2.1962, 0.8646, -1.4993], [-1.3521, 1.6188, -0.0810], [-0.0717, -1.9599, 0.0565], [-1.6166, -2.2075, 1.0604], [1.7631, -0.0051, -0.3915], [1.6928, 0.6606, 0.8605], [2.6165, 0.2903, -0.8483], [0.9020, 0.2280, -1.0007], [0.9423, 0.2087, 1.3853], [1.4217, 1.6442, 0.7673]], "smiles": "C=C=C.NN", "homo_lumo_gap_ha": 0.3676, "lumo_ev": 0.92}

Of them, *A* has the highest stability.

*A*
{"formula": "C3H8N2", "method": "the ωB97M-V functional and the def2-TZVPD basis", "species": ["H", "N", "C", "N", "C", "C", "H", "H", "H", "H", "H", "H", "H"], "positions_angstrom": [[-2.8283, -0.9727, -1.1318], [-2.1211, -0.2398, -1.2495], [-1.0198, -0.7352, -0.8570], [0.2139, -0.0575, -1.0146], [1.2090, 0.2156, -0.0263], [0.5382, 0.4735, 1.2862], [-0.8293, -1.5397, -0.0717], [-0.0946, 0.7651, -1.5344], [1.8986, -0.6923, 0.0273], [1.9189, 1.0670, -0.3420], [0.5038, -0.3460, 2.0223], [1.1302, 1.2799, 1.7346], [-0.5194, 0.7821, 1.1570]], "smiles": "[H]/N=C/NCC", "homo_lumo_gap_ha": 0.3713, "lumo_ev": 1.10}

*B*
{"formula": "C3H8N2", "method": "the ωB97M-V functional and the def2-TZVPD basis", "species": ["C", "C", "C", "N", "N", "H", "H", "H", "H", "H", "H", "H", "H"], "positions_angstrom": [[1.4407, -1.2110, 0.1912], [0.2751, -0.3250, -0.0761], [-1.0138, -0.8901, -0.6366], [0.3515, 0.8808, 0.3360], [-0.7506, 1.7034, 0.1434], [2.2198, -0.5735, 0.6165], [1.1199, -1.9423, 0.9581], [1.7962, -1.7436, -0.6892], [-1.5220, -0.0837, -1.2414], [-1.7107, -1.0617, 0.2387], [-0.9341, -1.8472, -1.2188], [-0.7280, 2.4775, 0.8414], [-1.6591, 1.2416, 0.2676]], "smiles": "CC(C)=NN", "homo_lumo_gap_ha": 0.3589, "lumo_ev": 1.05}

Of them, *B* has the highest stability.

*A*
{"formula": "C3H6N2S3", "method": "the ωB97M-V functional and the def2-TZVPD basis", "species": ["S", "N", "C", "C", "N", "S", "C", "S", "H", "H", "H", "H", "H", "H"], "positions_angstrom": [[2.8459, -0.5908, 0.7617], [1.3164, -0.5215, 0.4131], [0.5185, -1.5612, -0.6065], [-0.9186, -1.0663, -0.5535], [-0.8724, 0.2308, 0.1644], [-1.9174, 0.6402, 1.4529], [0.5143, 0.6413, 0.3246], [1.1475, 1.7507, -1.1069], [0.8827, -2.5329, -0.6473], [-1.4873, -0.7567, -1.5121], [-1.6071, -1.8019, -0.1739], [-2.6647, 1.6735, 0.6593], [0.6917, 1.1463, 1.3022], [1.5505, 2.7484, -0.4780]], "smiles": "[S-][N+]1=CCN(S)[C@@H]1S", "homo_lumo_gap_ha": [0.2884, 0.2830], "lumo_ev": [-0.46, -0.89]}

*B*
{"formula": "C3H6N2S3", "method": "the ωB97M-V functional and the def2-TZVPD basis", "species": ["S", "C", "N", "S", "N", "C", "C", "S", "H", "H", "H", "H", "H", "H"], "positions_angstrom": [[-2.6084, 2.1531, -0.8262], [-1.3460, 1.1461, -1.1031], [-0.1178, 1.5152, -1.6941], [1.1118, 0.2816, -1.8721], [1.2254, -0.3786, -0.3497], [0.5312, -1.4661, 0.2173], [0.2263, -1.6331, 1.4837], [0.4371, -0.3327, 2.6999], [-1.4472, 0.1317, -0.6964], [-0.0283, 2.5631, -1.7352], [1.6437, 0.1713, 0.3666], [0.3012, -2.2991, -0.4614], [-0.0943, -2.4945, 2.0134], [0.1653, 0.6420, 1.9574]], "smiles": "S=CNSN/C=C\\S", "homo_lumo_gap_ha": 0.3221, "lumo_ev": 0.12}

Of them, *B* has the highest stability.

*A*
{"formula": "C2H7NS", "method": "the ωB97M-V functional and the def2-TZVPD basis", "species": ["C", "N", "C", "H", "H", "H", "H", "H", "S", "H", "H"], "positions_angstrom": [[3.9077, 0.1050, -0.1836], [2.7396, 0.5526, -0.3989], [2.1435, 1.2002, 0.7317], [4.3406, 0.0601, 0.8302], [4.6796, 0.1242, -0.9705], [1.0452, 1.2456, 0.6918], [2.3888, 2.2731, 0.6971], [2.1748, 0.6165, 1.6382], [-3.8625, -0.8696, -0.1017], [-3.4211, -1.5020, -1.2731], [-4.7334, -0.4084, -1.0204]], "smiles": "C=NC.S", "homo_lumo_gap_ha": 0.3875, "lumo_ev": 0.94}

*B*
{"formula": "C2H7NS", "method": "the ωB97M-V functional and the def2-TZVPD basis", "species": ["C", "N", "C", "H", "H", "H", "H", "H", "S", "H", "H"], "positions_angstrom": [[1.8014, -1.1345, -1.8702], [0.9462, -1.7498, -1.1873], [0.5355, -1.1729, 0.0511], [2.2362, -1.5258, -2.7907], [2.2896, -0.1994, -1.5656], [1.0820, -0.2741, 0.4011], [-0.4896, -0.8098, 0.0808], [0.7112, -1.8475, 0.8914], [-3.2906, 2.7619, 1.5781], [-2.3807, 2.0137, 2.2127], [-3.4412, 3.9381, 2.1986]], "smiles": "C=NC.S", "homo_lumo_gap_ha": 0.3856, "lumo_ev": 0.70}

*C*
{"formula": "C2H7NS", "method": "the ωB97M-V functional and the def2-TZVPD basis", "species": ["C", "C", "N", "H", "H", "H", "H", "H", "S", "H", "H"], "positions_angstrom": [[-1.5866, 0.0132, -0.3092], [-0.7525, 1.0310, -0.1039], [0.2379, 1.4409, -0.9720], [-2.4204, -0.1664, 0.3500], [-1.7405, -0.3801, -1.3118], [-0.9662, 1.7113, 0.7108], [0.2189, 1.0115, -1.8832], [0.4802, 2.4162, -0.9490], [1.9315, -1.9990, 1.0340], [3.0842, -2.0073, 1.7132], [1.5133, -3.0713, 1.7211]], "smiles": "C=CN.S", "homo_lumo_gap_ha": 0.3377, "lumo_ev": 1.03}

Of them, *C* has the highest stability.

*A*
{"formula": "C23H29NO3", "method": "the ωB97M-V functional and the def2-TZVPD basis", "species": ["O", "C", "C", "C", "C", "O", "C", "C", "C", "C", "C", "C", "C", "C", "N", "C", "C", "C", "C", "C", "C", "C", "C", "C", "O", "C", "C", "H", "H", "H", "H", "H", "H", "H", "H", "H", "H", "H", "H", "H", "H", "H", "H", "H", "H", "H", "H", "H", "H", "H", "H", "H", "H", "H", "H", "H"], "positions_angstrom": [[-3.4577, -1.9024, -1.1422], [-2.7605, -1.9019, 0.0793], [-1.2973, -1.4133, -0.0362], [-1.2976, -0.0085, -0.6721], [-1.5557, 1.1711, 0.2719], [-2.7625, 1.0979, 0.9982], [-3.9500, 1.3581, 0.3771], [-4.1024, 1.8181, -0.9250], [-5.3706, 2.0612, -1.4255], [-6.4934, 1.8520, -0.6480], [-6.3434, 1.3951, 0.6518], [-5.0859, 1.1505, 1.1612], [-0.5143, -2.3867, -0.9358], [0.9965, -2.1693, -0.8711], [1.4614, -2.2660, 0.4968], [2.9133, -2.3114, 0.6148], [3.6214, -1.0634, 0.1430], [4.0024, -0.9271, -1.1868], [4.5881, 0.2344, -1.6693], [4.7873, 1.2725, -0.7798], [4.4199, 1.1523, 0.5594], [3.8399, -0.0048, 1.0251], [4.7760, 2.4310, 1.2611], [5.3893, 3.2603, 0.1139], [5.3452, 2.4738, -1.0781], [0.8417, -1.2433, 1.3163], [-0.6658, -1.4745, 1.3582], [-3.0454, -2.5445, -1.7303], [-2.7706, -2.9074, 0.5247], [-3.3208, -1.2348, 0.7348], [-2.0666, -0.0161, -1.4486], [-0.3369, 0.1848, -1.1517], [-1.5117, 2.1045, -0.3054], [-0.7797, 1.2215, 1.0402], [-3.2496, 1.9923, -1.5619], [-5.4748, 2.4165, -2.4405], [-7.4774, 2.0405, -1.0497], [-7.2121, 1.2265, 1.2710], [-4.9519, 0.7954, 2.1715], [-0.7214, -3.4074, -0.6053], [-0.8330, -2.2843, -1.9762], [1.2600, -1.1975, -1.3251], [1.4895, -2.9519, -1.4548], [3.2557, -3.1742, 0.0362], [3.1427, -2.4927, 1.6688], [3.8473, -1.7527, -1.8662], [4.8831, 0.3293, -2.7016], [3.5647, -0.0964, 2.0657], [5.4921, 2.2612, 2.0667], [3.8958, 2.9157, 1.6870], [4.8319, 4.1832, -0.0743], [6.4355, 3.5192, 0.3043], [1.0642, -0.2286, 0.9433], [1.2443, -1.3288, 2.3291], [-1.1427, -0.7562, 2.0238], [-0.8375, -2.4730, 1.7660]], "smiles": "OCC1(CCOc2ccccc2)CCN(Cc2ccc3c(c2)CCO3)CC1", "homo_lumo_gap_ha": 0.3253, "lumo_ev": 0.65}

*B*
{"formula": "C23H29NO3", "method": "the ωB97M-V functional and the def2-TZVPD basis", "species": ["C", "C", "C", "C", "O", "C", "C", "C", "C", "C", "O", "C", "C", "N", "C", "C", "O", "C", "C", "C", "C", "C", "C", "C", "C", "C", "C", "H", "H", "H", "H", "H", "H", "H", "H", "H", "H", "H", "H", "H", "H", "H", "H", "H", "H", "H", "H", "H", "H", "H", "H", "H", "H", "H", "H", "H"], "positions_angstrom": [[-5.6141, -2.8359, -0.7454], [-5.9139, -1.4203, -0.2707], [-5.2279, -1.1159, 1.0593], [-5.4378, 0.3398, 1.4826], [-4.9135, 1.2608, 0.5457], [-3.5743, 1.3907, 0.4004], [-3.1562, 2.1511, -0.6971], [-1.8182, 2.3366, -0.9465], [-0.8460, 1.7604, -0.1235], [0.5719, 1.9390, -0.4981], [0.9376, 2.8611, -1.1939], [1.5379, 0.8629, -0.0010], [2.9236, 1.0652, -0.6428], [3.9537, 0.3797, 0.1159], [4.2355, -0.9571, -0.3779], [5.1933, -1.6502, 0.5904], [6.3960, -0.9313, 0.7288], [6.1366, 0.3807, 1.1694], [5.1999, 1.1206, 0.2131], [0.9665, -0.5015, -0.2775], [0.9431, -1.4876, 0.7016], [0.4094, -2.7351, 0.4322], [-0.1115, -3.0125, -0.8203], [-0.0867, -2.0388, -1.8043], [0.4501, -0.7929, -1.5351], [-1.2670, 1.0398, 0.9907], [-2.6095, 0.8583, 1.2549], [-6.1149, -3.0353, -1.6895], [-5.9566, -3.5651, -0.0142], [-4.5440, -2.9708, -0.8891], [-6.9927, -1.2909, -0.1590], [-5.5683, -0.7040, -1.0186], [-5.6257, -1.7638, 1.8428], [-4.1589, -1.3175, 0.9613], [-5.0199, 0.5197, 2.4809], [-6.5068, 0.5677, 1.5114], [-3.9104, 2.5786, -1.3388], [-1.4928, 2.9156, -1.7976], [1.6635, 0.9962, 1.0789], [2.8953, 0.7377, -1.6920], [3.1295, 2.1382, -0.6384], [3.3056, -1.5229, -0.4398], [4.6984, -0.9241, -1.3812], [5.4675, -2.6401, 0.2221], [4.7023, -1.7470, 1.5708], [7.1045, 0.8815, 1.2282], [5.6765, 0.3525, 2.1690], [4.9942, 2.1170, 0.6087], [5.6942, 1.2208, -0.7693], [1.3542, -1.2783, 1.6791], [0.3981, -3.4926, 1.2024], [-0.5337, -3.9844, -1.0290], [-0.4896, -2.2496, -2.7840], [0.4642, -0.0339, -2.3044], [-0.5476, 0.6259, 1.6787], [-2.8938, 0.3019, 2.1342]], "smiles": "CCCCOc1ccc(C(=O)[C@H](CN2CCOCC2)c2ccccc2)cc1", "homo_lumo_gap_ha": 0.3332, "lumo_ev": 0.55}

Of them, *A* has the highest stability.